Entry 1:
Here is C20H28GaNO2 as an isolated structure from OMol25. Energies are from the ωB97M-V functional and the def2-TZVPD basis.

ORCA input file:
```
! RIJCOSX wB97M-V def2-TZVPD def2/J DEFGRID3
* xyz 0 1
O -0.230 -2.003 0.190
C -1.587 -2.222 -0.280
C -1.170 -3.471 -1.074
H -1.897 -1.339 -0.850
H -2.294 -2.400 0.525
C 0.284 -3.076 -0.631
H -1.396 -3.439 -2.136
H -1.491 -4.421 -0.642
C 1.108 -2.618 -1.818
H 0.511 -2.052 -2.549
H 1.531 -3.509 -2.318
H 1.940 -1.970 -1.512
C 1.057 -3.948 0.328
H 0.396 -4.275 1.141
H 1.865 -3.340 0.767
H 1.505 -4.823 -0.157
Ga -0.381 2.746 0.310
C 0.007 0.378 3.154
C -0.333 1.715 2.949
C -1.530 1.762 2.093
H 0.214 2.565 3.338
C -1.915 0.363 1.907
C -0.939 -0.450 2.476
H -0.887 -1.530 2.422
H 0.848 0.010 3.733
H -2.284 2.546 2.135
H -2.841 0.035 1.431
C 3.068 0.925 2.508
C 3.285 -0.435 2.084
C 3.134 -0.460 0.678
H 3.514 -1.283 2.748
C 2.832 0.861 0.230
C 2.772 1.716 1.351
H 2.528 2.788 1.377
H 3.487 2.002 5.893
H 3.241 -1.331 0.036
H 2.672 1.161 -0.796
O -1.390 1.802 -1.745
C -1.595 0.984 -2.925
C -2.294 1.803 -4.017
H -2.181 0.081 -2.691
H -0.618 0.631 -3.269
C -2.516 3.204 -3.420
H -3.240 1.335 -4.294
H -1.734 1.860 -4.953
C -1.981 3.127 -1.965
H -3.564 3.509 -3.461
H -1.955 3.968 -3.984
H -2.779 3.320 -1.214
H -1.186 3.893 -1.818
N 3.286 1.840 4.912
C 3.121 1.464 3.801
*
```

## Properties
- lowest unoccupied orbital energy (eV) = 0.5665

=====

Entry 2:
Here is C20H28MoN3O9S as an isolated structure from OMol25. Energies are from the ωB97M-V functional and the def2-TZVPD basis.

ORCA input file:
```
! RIJCOSX wB97M-V def2-TZVPD def2/J DEFGRID3
* xyz 1 3
Mo 0.201 0.195 -0.009
O -0.532 3.106 2.294
C -0.442 2.485 1.156
O -1.286 1.692 0.740
C 0.751 2.954 0.308
O 1.039 2.075 -0.807
C 2.468 1.531 -0.831
C 2.964 0.784 0.436
O 4.164 0.742 0.549
O 2.050 0.333 1.202
H -1.230 2.656 2.831
H 0.396 3.911 -0.087
H 1.635 3.122 0.917
H 2.502 0.877 -1.700
H 3.143 2.371 -0.972
C -6.640 1.865 -0.252
C -6.157 0.611 0.471
C -4.645 0.441 0.450
N -4.199 0.205 -0.924
C -3.117 -0.460 -1.277
S -2.081 -1.233 -0.138
N -2.801 -0.564 -2.599
C -3.415 -0.027 -3.768
O -2.698 0.259 -4.689
C -4.893 0.119 -3.798
C -5.423 1.224 -4.458
C -6.798 1.389 -4.525
C -7.637 0.443 -3.954
C -7.108 -0.675 -3.319
C -5.736 -0.839 -3.238
H -7.718 1.979 -0.151
H -6.431 1.833 -1.326
H -6.170 2.761 0.158
H -6.621 -0.273 0.027
H -6.472 0.643 1.515
H -4.329 -0.401 1.060
H -4.143 1.332 0.838
H -4.615 0.815 -1.615
H -1.860 -0.890 -2.772
H -4.753 1.939 -4.916
H -7.214 2.249 -5.033
H -8.710 0.569 -4.014
H -7.767 -1.420 -2.892
H -5.320 -1.713 -2.753
O 0.591 -1.387 0.163
O -1.719 0.886 3.933
C -0.738 0.163 3.603
O -0.118 0.154 2.536
C -0.166 -0.741 4.700
N -1.027 -0.533 5.928
C -0.141 -0.110 7.069
C 1.238 -0.596 6.648
C 1.246 -0.352 5.139
H -0.224 -1.789 4.412
H -1.595 -1.348 6.141
H -1.671 0.221 5.590
H -0.512 -0.539 7.996
H -0.189 0.976 7.126
H 1.346 -1.661 6.865
H 2.030 -0.065 7.171
H 1.993 -0.935 4.609
H 1.436 0.700 4.918
*
```

## Properties
- ⟨S²⟩ = 2.027
- ΔE to the lowest compared entry with this formula, charge and spin (kcal/mol) = 68.2
- lowest unoccupied orbital energy (alpha / beta) (eV) = -3.0548 / -3.3033

=====

Entry 3:
Here is a single C20H28N2O5 molecule from OMol25. Energies are from the ωB97M-V functional and the def2-TZVPD basis.

ORCA input file:
```
! RIJCOSX wB97M-V def2-TZVPD def2/J DEFGRID3
* xyz 0 1
C -1.137 -2.794 3.137
C 0.378 -2.675 3.010
C 0.807 -1.990 1.714
C 0.593 -2.869 0.483
O 0.821 -2.085 -0.688
C 1.944 -2.244 -1.372
O 2.769 -3.099 -1.192
C 2.045 -1.145 -2.436
N 1.597 0.101 -1.881
C 0.314 0.575 -2.063
O -0.480 0.216 -2.903
N 0.126 1.589 -1.140
C -1.172 2.139 -0.891
C -1.864 1.385 0.245
O -1.299 0.644 1.005
O -3.161 1.662 0.272
C -3.959 0.941 1.216
C -4.222 -0.500 0.781
C -5.192 -0.626 -0.395
C -4.649 -0.045 -1.696
C 1.226 1.661 -0.307
C 1.497 2.448 0.793
C 2.718 2.278 1.438
C 3.062 3.121 2.630
C 3.629 1.334 0.969
C 3.367 0.541 -0.138
C 2.156 0.719 -0.774
H -1.543 -3.475 2.394
H -1.598 -1.819 3.001
H -1.405 -3.171 4.121
H 0.835 -3.666 3.071
H 0.754 -2.084 3.846
H 1.866 -1.726 1.768
H 0.239 -1.068 1.581
H 1.269 -3.730 0.481
H -0.443 -3.208 0.416
H 1.379 -1.389 -3.269
H 3.076 -1.075 -2.792
H -1.768 2.025 -1.801
H -1.102 3.201 -0.635
H -4.889 1.507 1.290
H -3.442 0.946 2.182
H -4.632 -1.031 1.642
H -3.269 -0.965 0.523
H -5.407 -1.687 -0.541
H -6.132 -0.131 -0.139
H -5.333 -0.258 -2.514
H -3.681 -0.480 -1.938
H -4.533 1.032 -1.620
H 0.778 3.165 1.159
H 3.619 2.542 3.364
H 3.685 3.963 2.325
H 2.165 3.514 3.100
H 4.567 1.212 1.490
H 4.079 -0.195 -0.477
*
```

## Properties
- SMILES = CCCCOC(=O)Cn1c(=O)n(CC(=O)OCCCC)c2cc(C)ccc21
- ΔE to the lowest compared entry with this formula, charge and spin (kcal/mol) = 11.3
- lowest unoccupied orbital energy (eV) = 0.6858

=====

Entry 4:
Here is a single C20H28N4O3S molecule from OMol25. Energies are from the ωB97M-V functional and the def2-TZVPD basis.

ORCA input file:
```
! RIJCOSX wB97M-V def2-TZVPD def2/J DEFGRID3
* xyz 0 1
C 2.122 2.354 -1.136
C 3.476 2.622 -0.480
N 3.743 1.676 0.592
C 4.535 2.212 1.684
C 5.934 2.718 1.316
C 4.175 0.361 0.140
C 3.408 -0.725 0.910
N 1.992 -0.437 0.858
C 1.182 -1.062 -0.040
O 1.505 -2.061 -0.652
C -0.150 -0.441 -0.206
C -0.848 -0.349 -1.393
C -2.042 0.334 -1.115
S -3.427 0.551 -2.193
O -4.296 1.537 -1.628
O -2.992 0.706 -3.547
N -4.190 -0.951 -2.075
C -3.562 -2.045 -2.816
C -3.053 -3.061 -1.775
C -3.738 -2.605 -0.520
C -3.781 -3.177 0.732
C -4.466 -2.518 1.746
C -5.090 -1.306 1.503
C -5.049 -0.717 0.246
C -4.370 -1.383 -0.756
C -2.050 0.609 0.232
N -0.900 0.153 0.776
C -0.604 0.202 2.184
H 1.951 3.073 -1.932
H 1.319 2.451 -0.409
H 2.077 1.356 -1.565
H 4.262 2.606 -1.250
H 3.456 3.624 -0.044
H 3.966 3.035 2.128
H 4.624 1.426 2.438
H 6.446 3.060 2.211
H 5.874 3.546 0.615
H 6.529 1.927 0.864
H 3.944 0.254 -0.922
H 5.253 0.203 0.267
H 3.573 -1.705 0.462
H 3.719 -0.745 1.958
H 1.800 0.530 1.081
H -0.519 -0.702 -2.348
H -2.779 -1.634 -3.452
H -4.328 -2.492 -3.457
H -3.323 -4.081 -2.047
H -1.967 -3.019 -1.651
H -3.287 -4.118 0.923
H -4.511 -2.957 2.732
H -5.619 -0.808 2.303
H -5.516 0.233 0.044
H -2.805 1.098 0.811
H -0.123 1.146 2.454
H -1.534 0.116 2.746
H 0.054 -0.621 2.454
*
```

## Properties
- SMILES = CCN(CC)CCNC(=O)c1cc(S(=O)(=O)N2CCc3ccccc32)cn1C
- ΔE to the lowest compared entry with this formula, charge and spin (kcal/mol) = 61.9
- lowest unoccupied orbital energy (eV) = 0.5210